{"formula": "C59H66N12OP", "method": "the ωB97M-V functional and the def2-TZVPD basis", "elements": ["O", "P", "C", "C", "C", "N", "C", "H", "H", "H", "H", "H", "H", "H", "H", "H", "H", "H", "N", "C", "C", "C", "C", "C", "H", "H", "H", "H", "H", "N", "C", "C", "C", "C", "C", "H", "H", "H", "H", "H", "N", "C", "C", "C", "C", "C", "H", "H", "H", "H", "H", "N", "C", "C", "C", "C", "C", "H", "H", "H", "H", "H", "N", "C", "C", "C", "C", "C", "H", "H", "H", "H", "H", "N", "C", "C", "C", "C", "C", "H", "H", "H", "H", "H", "N", "C", "C", "C", "C", "C", "H", "H", "H", "H", "H", "N", "C", "C", "C", "C", "C", "H", "H", "H", "H", "H", "N", "C", "C", "C", "C", "C", "H", "H", "H", "H", "H", "N", "C", "C", "C", "C", "C", "H", "H", "H", "H", "H", "N", "C", "C", "C", "C", "C", "H", "H", "H", "H", "H"], "coordinates": [[4.1149, 3.8358, 1.1879], [3.0948, 3.4893, 0.1131], [1.3258, 3.6780, 0.6586], [0.4921, 4.9221, 0.1285], [-0.9378, 4.2798, 0.2649], [-0.7571, 3.1166, -0.6669], [0.5430, 2.5357, -0.1672], [3.2486, 2.1108, -0.2356], [3.2951, 4.3420, -1.0143], [1.1118, 3.6813, 1.7390], [0.8311, 4.9681, -0.9310], [0.5745, 5.8670, 0.6736], [-0.9634, 3.7593, 1.2391], [-1.8108, 4.9238, 0.1097], [-0.6312, 3.5620, -1.5768], [-1.5182, 2.4250, -0.6416], [1.1246, 1.9869, -0.9207], [0.1826, 1.8842, 0.6562], [-3.6525, 1.4564, -0.0818], [-3.7818, 0.2317, -0.6163], [-4.9977, -0.3398, -0.9448], [-6.1514, 0.3908, -0.7067], [-6.0449, 1.6581, -0.1549], [-4.7822, 2.1417, 0.1352], [-2.8528, -0.3040, -0.7811], [-5.0436, -1.3322, -1.3755], [-7.1220, -0.0229, -0.9489], [-6.9225, 2.2575, 0.0442], [-4.6489, 3.1293, 0.5643], [-1.4708, -0.9027, 2.3091], [-0.6476, -1.2504, 3.3043], [-0.4186, -0.4683, 4.4259], [-1.0760, 0.7477, 4.5242], [-1.9340, 1.1313, 3.5037], [-2.0976, 0.2741, 2.4258], [-0.1533, -2.2075, 3.1827], [0.2570, -0.8027, 5.2014], [-0.9228, 1.3878, 5.3847], [-2.4657, 2.0738, 3.5445], [-2.7583, 0.5302, 1.6026], [5.2636, -0.1081, 4.6724], [4.8808, 0.9692, 3.9773], [4.8138, 1.0146, 2.5961], [5.1672, -0.1229, 1.8852], [5.5699, -1.2526, 2.5811], [5.5994, -1.1956, 3.9663], [4.6174, 1.8368, 4.5739], [4.4927, 1.9185, 2.0951], [5.1302, -0.1292, 0.8013], [5.8552, -2.1571, 2.0636], [5.9043, -2.0525, 4.5508], [-6.3093, -3.7186, -2.1060], [-5.4917, -4.7442, -2.3718], [-5.3420, -5.3078, -3.6285], [-6.0830, -4.7847, -4.6751], [-6.9392, -3.7229, -4.4250], [-7.0133, -3.2295, -3.1325], [-4.9351, -5.1231, -1.5216], [-4.6639, -6.1352, -3.7851], [-5.9937, -5.1982, -5.6680], [-7.5356, -3.2876, -5.2156], [-7.6674, -2.3980, -2.8905], [7.3096, -3.8037, 3.5563], [6.6756, -4.8366, 2.9910], [7.3096, -5.9912, 2.5631], [8.6827, -6.0838, 2.7252], [9.3625, -5.0257, 3.3069], [8.6334, -3.9167, 3.7039], [5.6024, -4.7175, 2.8824], [6.7437, -6.7965, 2.1146], [9.2161, -6.9693, 2.4028], [10.4338, -5.0604, 3.4501], [9.1211, -3.0660, 4.1670], [-5.1324, 4.1522, -3.4968], [-4.3274, 3.2907, -2.8682], [-3.4909, 2.3988, -3.5212], [-3.4894, 2.3946, -4.9082], [-4.3174, 3.2778, -5.5811], [-5.1133, 4.1316, -4.8328], [-4.3664, 3.3284, -1.7872], [-2.8588, 1.7226, -2.9590], [-2.8522, 1.7115, -5.4565], [-4.3456, 3.3044, -6.6618], [-5.7747, 4.8420, -5.3152], [9.2427, 6.0752, 3.1501], [9.1587, 4.8533, 2.6151], [7.9637, 4.2407, 2.2728], [6.7832, 4.9304, 2.5001], [6.8456, 6.1988, 3.0560], [8.0924, 6.7223, 3.3590], [10.1073, 4.3515, 2.4588], [7.9571, 3.2488, 1.8400], [5.8289, 4.4861, 2.2472], [5.9466, 6.7691, 3.2494], [8.1913, 7.7118, 3.7919], [0.3263, 5.9972, 3.2620], [1.1369, 5.6149, 4.2579], [1.3642, 6.3656, 5.3982], [0.7200, 7.5867, 5.5183], [-0.1226, 8.0060, 4.5002], [-0.2854, 7.1796, 3.4020], [1.6222, 4.6547, 4.1194], [2.0281, 6.0041, 6.1719], [0.8723, 8.2041, 6.3944], [-0.6418, 8.9528, 4.5583], [-0.9375, 7.4651, 2.5830], [3.3737, 3.5697, 8.7434], [4.3590, 3.9806, 9.5480], [5.6803, 3.5842, 9.4150], [6.0032, 2.7077, 8.3912], [4.9987, 2.2657, 7.5452], [3.7103, 2.7255, 7.7632], [4.0586, 4.6626, 10.3355], [6.4363, 3.9522, 10.0954], [7.0241, 2.3734, 8.2539], [5.2103, 1.5791, 6.7351], [2.8918, 2.4095, 7.1246], [-4.1694, -6.3918, -6.4924], [-4.8470, -7.3959, -7.0635], [-4.2561, -8.5670, -7.5092], [-2.8861, -8.7098, -7.3606], [-2.1631, -7.6828, -6.7737], [-2.8484, -6.5537, -6.3585], [-5.9145, -7.2396, -7.1622], [-4.8535, -9.3459, -7.9609], [-2.3873, -9.6102, -7.6975], [-1.0922, -7.7574, -6.6410], [-2.3260, -5.7257, -5.8908], [-7.5801, -8.0933, -8.7361], [-7.9296, -6.9974, -9.4175], [-8.0083, -6.9394, -10.7992], [-7.7049, -8.0818, -11.5221], [-7.3391, -9.2303, -10.8389], [-7.2942, -9.1834, -9.4553], [-8.1554, -6.1278, -8.8100], [-8.2996, -6.0240, -11.2961], [-7.7536, -8.0774, -12.6039], [-7.0950, -10.1418, -11.3675], [-7.0174, -10.0588, -8.8778]], "lowdin_charge": [-0.468, 0.788, -0.350, -0.135, -0.098, 0.051, -0.123, 0.032, 0.041, 0.109, 0.112, 0.103, 0.125, 0.143, 0.171, 0.138, 0.115, 0.136, 0.002, -0.163, -0.034, -0.038, -0.049, -0.183, 0.112, 0.095, 0.115, 0.114, 0.110, 0.055, -0.149, -0.065, -0.078, -0.080, -0.170, 0.105, 0.107, 0.108, 0.099, 0.053, 0.059, -0.155, -0.081, -0.083, -0.074, -0.147, 0.090, 0.047, 0.097, 0.084, 0.085, 0.037, -0.156, -0.070, -0.076, -0.069, -0.171, 0.101, 0.093, 0.074, 0.101, 0.095, 0.046, -0.154, -0.070, -0.075, -0.067, -0.138, 0.104, 0.103, 0.108, 0.104, 0.108, 0.066, -0.164, -0.087, -0.076, -0.063, -0.140, 0.063, 0.079, 0.108, 0.107, 0.108, 0.051, -0.158, -0.073, -0.083, -0.075, -0.160, 0.101, 0.098, 0.057, 0.097, 0.100, 0.038, -0.146, -0.053, -0.059, -0.062, -0.158, 0.099, 0.108, 0.114, 0.107, 0.100, 0.044, -0.160, -0.072, -0.071, -0.072, -0.166, 0.101, 0.102, 0.109, 0.071, 0.094, 0.044, -0.137, -0.059, -0.073, -0.074, -0.154, 0.081, 0.087, 0.107, 0.101, 0.103, 0.047, -0.152, -0.070, -0.075, -0.067, -0.162, 0.103, 0.102, 0.107, 0.104, 0.102], "e_homo_ev": -10.663, "charge": 1, "e_tot_ha": -3361.18049, "gap_ev": 8.0, "lumo_energy_ev": -2.6}


{"formula": "C32H52CoN2O3PS2", "method": "the ωB97M-V functional and the def2-TZVPD basis", "elements": ["Co", "C", "C", "C", "C", "C", "C", "C", "C", "C", "C", "C", "C", "N", "C", "C", "N", "C", "C", "C", "C", "C", "C", "C", "C", "C", "C", "C", "C", "H", "H", "H", "H", "H", "H", "H", "H", "H", "H", "H", "H", "H", "H", "H", "H", "H", "H", "H", "H", "H", "H", "H", "H", "H", "H", "H", "H", "H", "H", "H", "H", "H", "H", "H", "H", "C", "C", "O", "P", "S", "S", "O", "C", "C", "H", "H", "H", "H", "H", "H", "H", "H", "H", "H", "C", "C", "O", "H", "H", "H", "H", "H", "H"], "coordinates": [[-0.5307, -0.4658, 0.1245], [0.4228, 2.7091, 4.0634], [1.1837, 2.7962, 2.7369], [2.5267, 3.5119, 2.9103], [0.2960, 3.4685, 1.7109], [-0.0916, 4.7799, 1.9381], [-0.9904, 5.4233, 1.1104], [-1.5739, 4.7134, 0.0765], [-1.2411, 3.3938, -0.1745], [-1.9266, 2.6705, -1.3070], [-3.4331, 2.9151, -1.3729], [-1.2927, 3.0263, -2.6515], [-0.2388, 2.7653, 0.6033], [0.2218, 1.4945, 0.2787], [1.5365, 1.3365, 0.1235], [2.1539, 0.1014, -0.0309], [1.4900, -1.0496, -0.0079], [2.1837, -2.2322, -0.0962], [1.6750, -3.2708, -0.9253], [2.4893, -4.3268, -1.2858], [3.7682, -4.4541, -0.7717], [4.1704, -3.5680, 0.2075], [3.4077, -2.4715, 0.5838], [3.9365, -1.7490, 1.8149], [5.1630, -0.8805, 1.5013], [2.9174, -0.9610, 2.6371], [0.2357, -3.2938, -1.3781], [-0.4870, -4.4371, -0.6600], [0.0808, -3.4636, -2.8914], [1.0286, 2.2218, 4.8249], [-0.4820, 2.1246, 3.9174], [0.1438, 3.6990, 4.4181], [1.3878, 1.7724, 2.4177], [2.3932, 4.5130, 3.3164], [3.0438, 3.6022, 1.9552], [3.1657, 2.9521, 3.5927], [0.3227, 5.3224, 2.7765], [-1.2616, 6.4546, 1.2931], [-2.2967, 5.2046, -0.5590], [-1.7805, 1.5978, -1.1422], [-3.6726, 3.8914, -1.7916], [-3.8796, 2.8378, -0.3874], [-3.8758, 2.1547, -2.0121], [-1.4629, 4.0733, -2.8970], [-1.7319, 2.4091, -3.4334], [-0.2228, 2.8529, -2.6180], [2.1679, 2.2289, 0.0815], [3.2240, 0.0845, -0.2313], [2.1224, -5.0731, -1.9766], [4.4107, -5.2741, -1.0639], [5.1104, -3.7474, 0.7169], [4.2952, -2.5620, 2.4641], [4.9051, -0.0483, 0.8517], [5.9379, -1.4644, 1.0099], [5.5715, -0.4731, 2.4236], [2.8443, 0.0668, 2.2956], [3.2280, -0.9423, 3.6813], [1.9278, -1.4083, 2.5849], [-0.2523, -2.3566, -1.0650], [-0.0174, -5.3922, -0.9008], [-1.5264, -4.4635, -0.9772], [-0.4559, -4.2912, 0.4185], [0.1529, -4.5147, -3.1663], [0.8543, -2.9193, -3.4255], [-0.8873, -3.0905, -3.2160], [-4.3606, -4.2098, -1.1930], [-4.3561, -2.8713, -0.4685], [-3.0406, -2.3724, -0.3395], [-2.6606, -0.8061, -0.7292], [-0.8597, -1.0033, 2.1809], [-3.1210, -0.5262, -2.6437], [-3.8942, -0.0016, 0.0179], [-4.0264, 0.0021, 1.4257], [-3.8582, 1.4034, 1.9916], [-5.3792, -4.5859, -1.2549], [-3.7509, -4.9269, -0.6490], [-3.9663, -4.0885, -2.1980], [-4.7697, -2.9945, 0.5414], [-4.9813, -2.1546, -1.0144], [-3.2797, -0.6635, 1.8765], [-5.0262, -0.3860, 1.6540], [-2.8792, 1.7966, 1.7293], [-3.9542, 1.3724, 3.0752], [-4.6243, 2.0661, 1.5942], [1.7474, 1.2264, -3.3935], [1.0861, -0.1263, -3.1259], [-0.0343, -0.0398, -2.2783], [2.7160, 1.0764, -3.8701], [1.9026, 1.7407, -2.4482], [1.1242, 1.8406, -4.0392], [1.8104, -0.7733, -2.6200], [0.8111, -0.5914, -4.0800], [-0.8602, 0.0717, -2.7859]], "lowdin_charge": [0.156, -0.056, -0.382, -0.065, -0.141, -0.060, -0.086, -0.047, -0.132, -0.389, -0.079, -0.054, -0.162, 0.005, -0.179, -0.183, -0.010, -0.162, -0.134, -0.056, -0.092, -0.071, -0.128, -0.366, -0.069, -0.071, -0.370, -0.051, -0.055, 0.075, 0.072, 0.070, 0.096, 0.068, 0.071, 0.073, 0.103, 0.093, 0.106, 0.047, 0.070, 0.058, 0.039, 0.079, 0.074, 0.053, 0.128, 0.116, 0.108, 0.092, 0.107, 0.130, 0.060, 0.068, 0.074, 0.051, 0.080, 0.033, 0.063, 0.075, 0.052, 0.086, 0.072, 0.065, 0.070, -0.083, -0.338, -0.399, 0.344, 0.201, 0.261, -0.389, -0.348, -0.076, 0.068, 0.064, 0.072, 0.115, 0.092, 0.008, 0.115, 0.059, 0.074, 0.067, -0.077, -0.299, -0.193, 0.072, 0.053, 0.063, 0.101, 0.115, -0.028], "e_homo_ev": [-3.646, -5.140], "charge": -1, "multiplicity": 6, "e_tot_ha": -4106.40363, "gap_ev": [6.4, 7.2], "lumo_energy_ev": [2.7, 2.0]}


{"formula": "C20H33N5O16S3", "method": "the ωB97M-V functional and the def2-TZVPD basis", "elements": ["C", "N", "O", "O", "H", "H", "H", "C", "N", "O", "O", "H", "H", "H", "C", "C", "O", "S", "O", "O", "O", "H", "H", "H", "H", "C", "C", "O", "S", "O", "O", "O", "H", "H", "H", "H", "C", "C", "O", "S", "O", "O", "O", "H", "H", "H", "H", "N", "C", "C", "C", "C", "H", "H", "H", "H", "H", "N", "C", "C", "C", "C", "H", "H", "H", "H", "H", "N", "C", "C", "C", "C", "H", "H", "H", "H", "H"], "coordinates": [[20.6818, 6.1851, 6.5144], [21.9089, 7.0043, 6.5616], [22.6326, 6.9778, 5.5938], [22.1458, 7.6075, 7.5917], [20.1997, 6.1437, 7.4785], [20.9327, 5.1939, 6.1444], [20.0513, 6.5784, 5.7161], [31.4718, 7.4141, 7.7210], [31.2585, 8.4218, 8.7795], [30.4288, 8.1579, 9.6177], [31.9339, 9.4207, 8.7624], [31.0877, 6.4591, 8.0568], [32.5359, 7.3083, 7.5286], [30.9815, 7.7318, 6.8064], [27.1878, 4.9251, 10.8180], [28.5895, 4.3544, 10.9228], [28.9749, 4.5406, 12.2984], [28.3714, 5.9212, 12.8320], [29.1586, 7.0200, 12.4245], [27.9878, 5.7491, 14.1819], [27.0337, 5.8408, 11.9294], [26.4267, 4.1707, 11.0238], [26.9808, 5.4144, 9.8697], [29.3535, 4.8242, 10.3050], [28.6272, 3.2815, 10.7541], [29.6598, 5.2137, 4.3400], [28.9069, 3.9185, 4.1500], [28.6040, 3.5256, 5.4769], [29.8764, 3.7381, 6.4220], [30.8189, 2.7002, 6.2829], [29.4362, 4.0939, 7.7218], [30.3248, 5.1089, 5.6161], [29.0894, 6.1388, 4.3115], [30.4699, 5.2749, 3.6116], [29.5405, 3.1989, 3.6151], [27.9877, 3.9036, 3.5692], [25.2970, 8.3353, 7.8225], [26.3483, 8.2457, 8.9261], [27.4918, 7.6601, 8.2993], [27.3055, 7.4877, 6.7168], [26.8984, 6.1538, 6.4350], [28.4702, 8.0144, 6.1129], [26.0835, 8.5093, 6.6409], [24.6293, 9.1874, 7.9389], [24.5991, 7.4953, 7.7884], [25.9875, 7.5772, 9.7051], [26.5334, 9.2296, 9.3311], [24.4185, 10.6989, 12.7705], [24.6003, 9.7704, 13.7598], [25.8589, 9.2385, 13.6105], [26.4117, 9.7802, 12.4220], [25.5185, 10.7100, 11.9513], [23.6095, 11.2583, 12.5813], [23.9102, 9.6390, 14.5747], [26.2388, 8.5095, 14.3081], [27.3939, 9.5446, 12.0449], [25.5607, 11.3155, 11.0609], [24.5432, 4.4754, 7.3394], [23.7003, 4.6103, 8.4096], [22.5744, 3.8585, 8.1647], [22.7720, 3.2210, 6.9069], [23.9856, 3.6230, 6.4213], [25.4072, 4.9628, 7.1638], [23.9732, 5.1819, 9.2817], [21.7113, 3.7614, 8.8008], [22.0632, 2.5546, 6.4411], [24.5282, 3.3720, 5.5263], [25.5738, 10.9620, 4.8427], [24.2216, 10.9382, 4.5454], [23.7684, 12.2228, 4.6031], [24.8650, 13.0877, 4.9064], [25.9539, 12.2612, 5.0214], [26.2102, 10.1904, 4.8264], [23.7228, 9.9976, 4.3899], [22.7758, 12.6036, 4.4173], [24.9160, 14.1479, 5.0742], [26.9940, 12.5121, 5.1700]], "lowdin_charge": [0.037, -0.435, 0.068, 0.051, 0.097, 0.084, 0.104, 0.039, -0.450, 0.069, 0.074, 0.081, 0.102, 0.086, -0.140, -0.152, -0.188, 0.584, -0.213, -0.217, -0.209, 0.132, 0.109, 0.118, 0.136, -0.155, -0.171, -0.192, 0.621, -0.197, -0.224, -0.207, 0.114, 0.132, 0.133, 0.140, -0.155, -0.134, -0.187, 0.605, -0.225, -0.208, -0.189, 0.141, 0.095, 0.125, 0.123, 0.001, -0.138, -0.101, -0.111, -0.151, 0.140, 0.104, 0.094, 0.093, 0.102, 0.029, -0.146, -0.121, -0.126, -0.126, 0.094, 0.107, 0.094, 0.092, 0.110, 0.009, -0.131, -0.121, -0.104, -0.153, 0.121, 0.102, 0.088, 0.087, 0.107], "e_homo_ev": -8.249, "charge": 0, "e_tot_ha": -3453.78772, "gap_ev": 8.2, "lumo_energy_ev": 0.0, "smiles": "C[N+](=O)[O-].C[N+](=O)[O-].O=S1(=O)OCCO1.O=S1(=O)OCCO1.O=S1(=O)OCCO1.c1cc[nH]c1.c1cc[nH]c1.c1cc[nH]c1"}